Record 1
This record from OMol25 describes 9 unconnected molecules or ions with the total composition C50H117N11O12. The level of theory is ωB97M-V/def2-TZVPD.

Element x y z (Å)
O: 2.17 -1.17 -0.06
C: 1.03 -0.39 -0.40
C: 0.17 0.52 0.66
O: -0.37 -0.05 1.82
H: 0.29 -1.06 -0.82
H: 1.26 0.06 -1.36
H: -0.74 0.84 0.16
H: 0.63 1.49 0.87
C: 4.87 1.16 -1.02
C: 5.42 0.04 -1.91
N: 4.53 -0.18 -3.02
C: 4.42 0.61 -4.11
C: 3.41 0.16 -4.95
N: 2.82 -0.92 -4.31
C: 3.44 -1.05 -3.06
C: 1.70 -1.71 -4.79
H: 4.66 2.00 -1.68
H: 5.53 1.51 -0.22
H: 3.88 0.84 -0.70
H: 5.34 -0.86 -1.29
H: 6.44 0.17 -2.26
H: 5.09 1.45 -4.14
H: 3.03 0.48 -5.91
H: 3.16 -1.81 -2.35
H: 1.81 -2.06 -5.82
H: 0.85 -1.03 -4.74
H: 1.48 -2.49 -4.06
C: 3.07 -6.84 -4.36
C: 3.96 -7.25 -3.11
N: 3.77 -6.31 -2.02
C: 2.62 -5.66 -1.68
C: 2.87 -4.62 -0.78
N: 4.18 -4.77 -0.36
C: 4.71 -5.86 -1.12
C: 5.00 -3.84 0.44
H: 2.04 -7.14 -4.16
H: 3.43 -7.48 -5.17
H: 3.07 -5.77 -4.52
H: 5.04 -7.29 -3.19
H: 3.65 -8.24 -2.78
H: 1.71 -5.78 -2.26
H: 2.19 -3.89 -0.36
H: 5.74 -6.19 -1.11
H: 6.05 -3.95 0.18
H: 4.95 -4.06 1.50
H: 4.77 -2.80 0.21
C: 3.32 7.86 0.20
C: 1.89 8.19 0.57
N: 1.06 7.01 0.69
C: -0.06 6.58 -0.06
C: -0.56 5.42 0.48
N: 0.24 5.09 1.52
C: 1.27 5.97 1.54
C: 0.18 3.83 2.23
H: 3.95 8.75 0.21
H: 3.37 7.41 -0.79
H: 3.74 7.17 0.92
H: 1.51 8.84 -0.21
H: 1.93 8.87 1.42
H: -0.45 7.28 -0.79
H: -1.48 4.94 0.18
H: 1.98 5.93 2.36
H: 1.11 3.26 2.31
H: -0.40 3.17 1.59
H: -0.38 4.03 3.15
C: 3.13 4.54 -1.98
O: 1.78 4.67 -2.40
C: 1.01 3.43 -2.52
C: 1.44 2.47 -3.70
N: 1.36 3.16 -5.09
H: 1.43 2.36 -5.71
H: 0.39 3.40 -5.20
C: 2.34 4.24 -5.43
C: 2.23 4.70 -6.87
O: 0.90 4.82 -7.31
C: 0.69 5.31 -8.57
H: 3.61 5.50 -2.18
H: 3.69 3.79 -2.54
H: 3.21 4.39 -0.90
H: -0.04 3.70 -2.67
H: 0.85 2.88 -1.59
H: 0.92 1.51 -3.64
H: 2.45 2.09 -3.54
H: 3.32 3.90 -5.09
H: 2.02 4.99 -4.71
H: 2.80 3.97 -7.46
H: 2.78 5.63 -7.00
H: 0.77 6.39 -8.69
H: -0.32 5.15 -8.95
H: 1.31 4.91 -9.38
C: -1.88 -0.33 -2.99
O: -3.29 -0.14 -2.91
C: -3.86 0.85 -3.78
C: -5.36 0.96 -3.78
N: -6.05 -0.42 -3.83
H: -5.91 -0.85 -4.73
H: -5.50 -1.03 -3.23
C: -7.55 -0.38 -3.37
C: -7.70 -0.12 -1.86
O: -7.10 -1.22 -1.17
C: -7.65 -1.39 0.13
H: -1.55 -1.15 -2.35
H: -1.27 0.55 -2.77
H: -1.52 -0.75 -3.93
H: -3.64 0.64 -4.83
H: -3.39 1.82 -3.56
H: -5.82 1.52 -4.59
H: -5.70 1.38 -2.83
H: -7.96 -1.33 -3.72
H: -7.96 0.49 -3.87
H: -8.78 -0.06 -1.69
H: -7.34 0.87 -1.58
H: -8.70 -1.69 0.13
H: -7.71 -0.52 0.78
H: -7.15 -2.15 0.74
C: -5.69 -0.41 2.92
O: -4.67 -1.07 2.25
C: -4.22 -0.36 1.15
C: -3.40 -1.26 0.20
N: -2.31 -2.00 1.02
H: -1.58 -1.39 1.38
H: -2.81 -2.44 1.78
C: -1.65 -3.09 0.12
C: -2.68 -4.16 -0.23
O: -3.47 -4.39 0.98
C: -4.37 -5.54 0.97
H: -6.64 -0.33 2.38
H: -5.52 0.64 3.13
H: -5.91 -0.80 3.92
H: -3.66 0.52 1.45
H: -5.07 0.08 0.62
H: -2.92 -0.64 -0.55
H: -4.04 -2.08 -0.12
H: -0.86 -3.51 0.74
H: -1.21 -2.62 -0.76
H: -2.16 -5.09 -0.47
H: -3.30 -3.87 -1.08
H: -5.09 -5.47 1.78
H: -3.76 -6.43 1.10
H: -4.91 -5.59 0.02
C: 2.51 -4.94 4.51
O: 2.71 -4.42 3.24
C: 2.00 -3.20 3.02
C: 2.80 -2.02 3.52
N: 2.47 -0.64 2.92
H: 2.43 -0.90 1.94
H: 1.51 -0.34 2.99
C: 3.48 0.56 3.10
C: 3.41 1.18 4.49
O: 2.10 1.35 5.00
C: 2.15 2.01 6.31
H: 3.10 -5.85 4.58
H: 1.44 -5.12 4.60
H: 2.72 -4.26 5.34
H: 1.04 -3.07 3.52
H: 1.84 -3.21 1.94
H: 3.86 -2.15 3.31
H: 2.73 -1.98 4.61
H: 3.28 1.28 2.30
H: 4.49 0.17 2.99
H: 3.85 2.17 4.40
H: 4.06 0.57 5.11
H: 2.62 3.00 6.26
H: 2.64 1.41 7.07
H: 1.13 2.19 6.66
C: -1.99 1.08 8.52
O: -1.41 0.79 7.27
C: -1.97 1.58 6.20
C: -1.29 1.23 4.87
N: -1.31 -0.30 4.77
H: -0.96 -0.49 3.84
H: -0.69 -0.72 5.44
C: -2.69 -1.02 4.93
C: -2.57 -2.55 4.86
O: -1.98 -2.97 3.63
C: -1.87 -4.32 3.47
H: -2.98 0.65 8.65
H: -2.16 2.15 8.69
H: -1.33 0.72 9.31
H: -2.01 2.63 6.50
H: -3.04 1.43 6.05
H: -0.22 1.43 4.83
H: -1.66 1.65 3.94
H: -3.21 -0.47 4.14
H: -3.14 -0.82 5.90
H: -3.58 -2.93 5.07
H: -2.01 -2.97 5.69
H: -1.15 -4.71 4.19
H: -1.48 -4.61 2.50
H: -2.85 -4.81 3.56

- orbital gap (eV) = 7.2
- HOMO (eV) = -18.677
- M (g mol⁻¹) = 1064.6
- charge = +6
- E (eV) = -94638.1852
- multiplicity = 1

Löwdin population analysis, charges in e, atoms 1 to 4:
1. O -0.38
2. C -0.36
3. C -0.36
4. O -0.36



Record 2
This record from OMol25 describes a molecular structure, C3H4CsMgO3. The level of theory is ωB97M-V/def2-TZVPD.

Element x y z (Å)
O: 0.70 3.01 -0.78
C: 1.31 2.38 0.14
C: -1.06 2.37 -0.56
O: 2.45 2.21 0.62
O: 0.64 1.28 0.41
C: -0.66 1.03 -0.20
H: -1.77 2.73 0.20
H: -1.52 2.47 -1.55
H: -1.01 0.37 -1.01
H: 4.21 -0.08 -1.44
Cs: -0.98 -2.55 1.59
Mg: 2.93 0.94 -0.95

- orbital gap (alpha / beta) (eV) = 6.2 / 6.2
- HOMO (alpha / beta) (eV) = -10.070 / -10.071
- M (g mol⁻¹) = 245.3
- charge = +1
- E (eV) = -15299.9549
- multiplicity = 1

Löwdin population analysis, charges in e, atoms 1 to 4:
1. O 0.07
2. C -0.74
3. C 0.01
4. O -0.03



Record 3
This record from OMol25 describes 15 unconnected molecules or ions with the total composition C4H37NO14. The level of theory is ωB97M-V/def2-TZVPD.

Element x y z (Å)
C: -3.11 0.18 1.02
C: -1.71 -0.12 1.33
C: -0.80 -0.17 0.31
C: -1.53 0.93 3.68
N: -1.34 -0.21 2.70
H: -3.74 -0.55 0.54
H: -3.22 1.16 0.54
H: -3.60 0.41 1.95
H: -1.14 -0.09 -0.72
H: 0.26 -0.53 0.51
H: -2.29 1.63 3.33
H: -0.62 1.31 3.87
H: -2.05 0.48 4.51
H: -0.30 -0.51 2.86
H: 1.11 -2.49 1.21
H: 1.77 -3.73 1.61
O: 1.75 -2.69 1.78
H: 1.68 3.00 0.93
H: 1.27 4.55 0.46
O: 1.28 3.61 0.23
H: -1.45 -3.36 2.65
H: -2.00 -2.99 1.33
O: -2.03 -3.65 2.01
H: -1.16 -1.86 -3.15
H: -2.18 -1.89 -1.93
O: -2.01 -1.77 -2.90
H: 0.98 1.39 -0.63
H: 1.44 0.91 -1.90
O: 1.12 0.48 -1.09
H: 2.83 1.99 3.24
H: 1.59 1.09 2.80
O: 2.06 1.97 2.74
H: 1.91 -3.84 -0.85
H: 1.27 -4.20 -2.12
O: 1.01 -4.04 -1.16
H: 0.77 3.05 -1.32
H: 0.42 3.47 -2.85
O: 0.27 2.85 -2.14
H: 4.21 -2.62 0.32
H: 2.98 -1.72 0.34
O: 3.42 -2.47 -0.21
H: -1.60 1.60 -3.31
H: -2.42 0.54 -2.74
O: -2.42 1.42 -2.79
H: 0.74 0.72 -4.13
H: 2.25 0.39 -4.38
O: 1.64 0.76 -3.69
H: 0.75 -0.86 -1.87
H: -0.09 -1.86 -1.07
O: 0.30 -1.70 -2.00
H: -2.96 2.89 -1.00
H: -1.61 2.95 -0.50
O: -2.46 3.18 -0.25
H: 2.14 0.24 0.51
H: 3.67 0.26 0.41
O: 2.93 0.49 0.96

- orbital gap (eV) = 8.2
- HOMO (eV) = -8.295
- M (g mol⁻¹) = 323.3
- charge = 0
- E (eV) = -34899.6095
- multiplicity = 1

Löwdin population analysis, charges in e, atoms 1 to 4:
1. C -0.05
2. C -0.40
3. C 0.01
4. C -0.05



Record 4
This record from OMol25 describes a molecular structure, C37H22Cl4N7O4SV. The level of theory is ωB97M-V/def2-TZVPD.

Element x y z (Å)
V: 0.26 -0.12 0.26
Cl: -2.97 -1.23 5.92
C: -2.61 -1.13 4.23
C: -1.73 -0.17 3.78
C: -1.39 -0.13 2.44
N: -0.45 0.72 1.89
C: -0.39 2.00 2.29
O: -1.22 2.61 2.96
C: 0.84 2.74 1.82
C: 0.72 4.06 1.39
C: 1.85 4.76 1.02
C: 3.08 4.12 1.11
C: 3.10 2.81 1.59
N: 2.02 2.14 1.94
C: -1.96 -1.06 1.53
C: -2.87 -2.01 2.00
C: -3.19 -2.03 3.35
Cl: -4.30 -3.23 3.92
N: -1.59 -0.85 0.23
C: -2.08 -1.58 -0.79
O: -2.51 -2.74 -0.74
C: -2.17 -0.81 -2.08
C: -2.99 -1.26 -3.12
C: -3.18 -0.45 -4.22
C: -2.53 0.77 -4.27
C: -1.70 1.12 -3.22
N: -1.55 0.36 -2.15
H: -1.29 0.53 4.48
H: -0.26 4.52 1.36
H: 1.79 5.78 0.67
H: 4.00 4.61 0.83
H: 4.04 2.28 1.71
H: -3.32 -2.72 1.32
H: -3.46 -2.23 -3.04
H: -3.83 -0.76 -5.03
H: -2.66 1.44 -5.11
H: -1.16 2.05 -3.21
Cl: 5.49 3.43 -3.31
C: 4.46 2.40 -2.37
C: 5.02 1.23 -1.85
C: 4.24 0.44 -1.04
Cl: 4.88 -1.00 -0.35
C: 2.89 0.76 -0.70
O: 2.29 0.06 0.16
C: 2.33 1.91 -1.36
C: 0.94 2.16 -1.19
O: 0.17 1.39 -0.59
C: 3.15 2.73 -2.16
H: 6.04 0.96 -2.08
H: 0.52 3.08 -1.63
H: 2.72 3.62 -2.61
N: 0.83 -3.86 -1.63
C: 0.52 -3.86 -2.98
C: 0.24 -5.06 -3.63
C: -0.05 -5.07 -4.98
C: -0.10 -3.88 -5.70
C: 0.17 -2.68 -5.05
C: 0.52 -2.67 -3.71
S: 1.00 -1.16 -2.92
N: 0.75 -1.50 -1.30
C: 0.77 -2.72 -0.83
C: 0.83 -2.84 0.59
C: 1.04 -4.04 1.29
C: 1.26 -4.01 2.64
C: 1.34 -2.76 3.28
C: 1.10 -1.63 2.54
N: 0.77 -1.65 1.25
H: 0.63 -4.72 -1.15
H: 0.26 -5.98 -3.06
H: -0.24 -6.01 -5.48
H: -0.34 -3.89 -6.75
H: 0.13 -1.75 -5.58
H: 1.05 -4.99 0.76
H: 1.40 -4.92 3.20
H: 1.58 -2.69 4.33
H: 1.18 -0.65 2.99

- orbital gap (alpha / beta) (eV) = 4.8 / 6.2
- HOMO (alpha / beta) (eV) = -2.868 / -4.559
- M (g mol⁻¹) = 853.5
- charge = -1
- E (eV) = -143964.3211
- multiplicity = 4

Löwdin population analysis, charges in e, atoms 1 to 4:
1. V 0.91
2. Cl 0.63
3. C -0.70
4. C -0.04